Model a:
The following is a DFT calculation (wB97M-V/def2-TZVPD) of a cluster of 2 separate species, C4H13N3 in total.

ORCA input file:
```
! RIJCOSX wB97M-V def2-TZVPD def2/J DEFGRID3
* xyz 2 1
N 1.0122 0.5749 3.3073
N 1.7831 1.3762 0.5132
N 0.7589 0.4773 0.9153
C -0.8990 -1.7600 -2.6500
C -1.3057 -0.4866 -2.1951
C 0.3742 0.3461 2.1448
C -1.3915 -0.2637 -0.7639
H 1.7391 1.4047 3.4981
H -0.3200 0.0638 -0.5582
H -1.8169 -2.3530 -2.7448
H -0.2886 -2.3362 -1.9760
H -1.5408 0.3013 -2.8439
H 1.3300 2.2243 0.4593
H 2.5937 1.4598 1.1679
H 2.1829 1.0285 -0.3769
H -1.5482 -1.0639 -0.0852
H -1.9770 0.6009 -0.5058
H -0.4903 -1.8145 -3.6673
H -0.6629 -0.2345 2.2154
H 0.4668 0.4546 4.1458
*
```

Computed Mulliken charges, given in elementary charges:
1 N -0.413
2 N -0.246
3 N -0.396
4 C -1.056
5 C 0.275
6 C 0.151
7 C -0.837
8 H 0.292
9 H 0.345
10 H 0.368
11 H 0.352
12 H 0.429
13 H 0.340
14 H 0.351
15 H 0.360
16 H 0.397
17 H 0.389
18 H 0.377
19 H 0.220
20 H 0.302


Model b:
The following is a DFT calculation (wB97M-V/def2-TZVPD) of a cluster of 2 separate species, C4H13N3 in total.

ORCA input file:
```
! RIJCOSX wB97M-V def2-TZVPD def2/J DEFGRID3
* xyz 2 1
N -2.4782 0.6972 -0.6713
N 0.4619 0.5918 0.0334
N -0.5748 -0.4419 0.1489
C 0.0119 -1.6526 0.5385
C 1.2123 0.8846 1.2924
C -1.8774 -0.3763 -0.3342
C 1.4354 0.2681 -1.0138
H 0.4532 1.0193 2.0907
H 1.9407 0.1251 1.5476
H 0.5189 -1.4129 1.4436
H -2.1692 1.6700 -0.5509
H 1.7745 -0.7416 -0.7433
H -2.3573 -1.3585 -0.5850
H 0.7239 -2.1072 -0.2319
H -0.3253 1.8133 -0.2618
H 1.9206 1.7366 1.1184
H 1.0692 0.2535 -2.0465
H -0.7068 -2.5691 0.6296
H -3.3019 0.5741 -1.3628
H 2.2687 1.0266 -1.0416
*
```

Computed Mulliken charges, given in elementary charges:
1 N -0.251
2 N -0.339
3 N 0.096
4 C -0.930
5 C -0.866
6 C 0.301
7 C -0.719
8 H 0.397
9 H 0.451
10 H 0.368
11 H 0.170
12 H 0.369
13 H 0.339
14 H 0.369
15 H 0.512
16 H 0.358
17 H 0.327
18 H 0.354
19 H 0.341
20 H 0.353


Most stable structure, least stable structure: model a, model b.


Model a:
The following is a DFT calculation (wB97M-V/def2-TZVPD) of the ion C4H13N3 with charge +2.

ORCA input file:
```
! RIJCOSX wB97M-V def2-TZVPD def2/J DEFGRID3
* xyz 2 1
N -1.6469 -1.8689 -1.3536
N 0.9643 -1.4103 -1.3005
N 0.6283 2.5440 1.7621
C 0.1279 -0.6073 -0.3818
C -1.1617 -0.9041 -0.4706
C -0.1229 1.4700 1.0184
C 0.8216 0.3808 0.5260
H -1.8522 -1.5537 -2.2998
H 1.7190 -1.9196 -0.8183
H -2.5000 -2.3232 -1.0488
H 1.3982 -0.8804 -2.0594
H -1.8972 -0.4051 0.1602
H -0.8973 1.0993 1.6781
H 1.2765 3.0179 1.1242
H 0.3213 -2.1212 -1.6891
H -0.0281 3.2669 2.0877
H 1.2151 -0.1987 1.3636
H 1.7134 0.8029 0.0547
H 1.1697 2.2485 2.5832
H -0.5488 1.9785 0.1615
*
```

Computed Mulliken charges, given in elementary charges:
1 N -0.672
2 N -0.210
3 N -0.290
4 C -0.457
5 C 0.148
6 C -0.897
7 C -0.385
8 H 0.262
9 H 0.380
10 H 0.299
11 H 0.355
12 H 0.312
13 H 0.388
14 H 0.374
15 H 0.394
16 H 0.385
17 H 0.382
18 H 0.473
19 H 0.355
20 H 0.403


Model b:
The following is a DFT calculation (wB97M-V/def2-TZVPD) of a cluster of 2 separate species, C4H13N3 in total.

ORCA input file:
```
! RIJCOSX wB97M-V def2-TZVPD def2/J DEFGRID3
* xyz 2 1
N 1.4537 2.4223 0.5801
N -0.3880 1.4178 -0.6634
N 1.1896 -1.8654 0.6897
C -0.2725 -2.2379 0.0136
C -1.3931 -0.2554 -1.2822
C -1.2620 -1.0335 0.0511
C 0.3192 1.8185 0.4244
H 1.3843 -2.7157 1.2451
H 1.9012 -1.8049 -0.0356
H -2.4674 0.3088 -1.3438
H 1.4445 3.2632 1.1193
H -0.7140 -3.1213 0.3537
H -2.3448 -1.6358 0.2663
H 1.2353 -0.8480 1.1649
H 2.2553 2.4755 -0.1517
H -0.3608 1.7623 1.3360
H -1.1501 -0.6657 1.0838
H -0.5425 2.1951 -1.3371
H -0.0743 -2.4875 -1.0480
H -0.7036 -0.2992 -2.1396
*
```

Computed Mulliken charges, given in elementary charges:
1 N -0.286
2 N -0.445
3 N -0.415
4 C -0.535
5 C -0.260
6 C -0.689
7 C -0.074
8 H 0.362
9 H 0.383
10 H 0.296
11 H 0.302
12 H 0.472
13 H 0.379
14 H 0.344
15 H 0.333
16 H 0.391
17 H 0.541
18 H 0.227
19 H 0.340
20 H 0.335


Most stable structure, least stable structure: model a, model b.


Model a:
The following is a DFT calculation (wB97M-V/def2-TZVPD) of the molecule C9H15N3.

ORCA input file:
```
! RIJCOSX wB97M-V def2-TZVPD def2/J DEFGRID3
* xyz 0 1
N -2.7552 0.6059 3.0751
N -1.8417 0.3453 2.2209
N -3.9385 0.8676 2.5639
C 1.0012 -0.1656 -0.1530
C 2.2297 -0.8274 0.4286
C 0.7429 1.1311 0.5689
C -1.7263 -0.1769 -0.2418
C -2.2739 -0.1190 -1.4288
C -3.7401 0.7681 1.2607
C -2.3866 0.3789 1.0132
C -0.1411 -1.1187 0.1212
C 1.1620 0.0075 -1.6938
H -2.5533 0.6566 4.0856
H -0.3111 -1.7114 -0.7562
H 3.2049 -0.1479 0.4175
H -4.6079 0.8595 0.5163
H -3.1993 0.4394 -1.5643
H 2.1767 -1.1556 1.5058
H 2.1230 0.4207 -1.9722
H -0.0327 -1.6102 1.1067
H -0.0963 1.6302 0.1065
H 0.5145 1.0262 1.5545
H 0.4872 0.8518 -1.9834
H 2.4250 -1.8859 0.0019
H 1.6042 1.8119 0.3794
H 0.9355 -0.9400 -2.1991
H -1.9631 -0.8101 -2.1974
*
```

Computed Mulliken charges, given in elementary charges:
1 N -0.050
2 N -0.095
3 N -0.690
4 C 2.259
5 C -1.604
6 C -2.075
7 C 0.904
8 C -1.098
9 C -0.089
10 C -0.136
11 C -1.182
12 C -1.592
13 H 0.248
14 H 0.423
15 H 0.291
16 H 0.303
17 H 0.286
18 H 0.401
19 H 0.435
20 H 0.432
21 H 0.445
22 H 0.424
23 H 0.354
24 H 0.356
25 H 0.465
26 H 0.299
27 H 0.285


Model b:
The following is a DFT calculation (wB97M-V/def2-TZVPD) of a structure of composition C9H15N3.

ORCA input file:
```
! RIJCOSX wB97M-V def2-TZVPD def2/J DEFGRID3
* xyz 0 1
N -0.7267 2.1483 -3.6080
N -0.6163 1.8069 -1.3497
N -0.5464 2.6978 -2.3333
C 0.5003 -0.3818 1.4937
C -0.9310 -1.7360 -1.4654
C 0.8973 -1.8372 1.4121
C -1.0043 0.6468 -1.9489
C -1.0546 -0.5214 -1.0225
C 0.6542 0.0728 2.9743
C 1.3775 0.5319 0.5774
C -0.9399 -0.1289 0.9116
C -1.0542 0.8788 -3.3316
H 0.2953 -2.5633 1.9834
H -1.1363 0.9093 0.9257
H 0.9047 1.5330 0.5347
H -0.0320 -0.4335 3.6050
H 0.1015 3.5287 -2.1012
H -1.2937 -1.9430 -2.5309
H 2.0457 -1.9980 1.6973
H -1.2648 0.2128 -4.1591
H 0.3732 1.0659 3.2328
H -1.0222 -2.6301 -0.8625
H 2.4431 0.7055 1.0098
H 0.8461 -2.0497 0.3073
H 1.6605 -0.0688 3.1375
H -1.8478 -0.6447 1.3745
H 1.3709 0.1981 -0.4640
*
```

Computed Mulliken charges, given in elementary charges:
1 N -0.567
2 N -0.015
3 N -0.151
4 C 1.890
5 C -0.959
6 C -1.389
7 C 0.167
8 C 0.504
9 C -1.998
10 C -1.453
11 C -1.276
12 C -0.287
13 H 0.324
14 H 0.529
15 H 0.352
16 H 0.448
17 H 0.281
18 H 0.218
19 H 0.312
20 H 0.413
21 H 0.408
22 H 0.341
23 H 0.354
24 H 0.301
25 H 0.528
26 H 0.385
27 H 0.340


Most stable structure, least stable structure: model a, model b.


Model a:
The following is a DFT calculation (wB97M-V/def2-TZVPD) of a cluster of 2 separate species, C2H8N2 in total.

ORCA input file:
```
! RIJCOSX wB97M-V def2-TZVPD def2/J DEFGRID3
* xyz 0 1
N 0.9147 1.4985 0.2253
N -2.7785 -1.1194 -1.3234
C 0.9290 0.2925 0.9197
C 2.0248 -0.4259 1.1415
H -3.4875 -0.4015 -1.3974
H 0.2367 2.2038 0.4575
H 1.9637 -1.4211 1.5469
H -1.8858 -0.6848 -1.1249
H -2.7015 -1.5443 -2.2393
H 2.9949 -0.0924 0.8002
H -0.0360 -0.2076 0.9277
H 1.8256 1.9022 0.0663
*
```

Computed Mulliken charges, given in elementary charges:
1 N -0.458
2 N -0.652
3 C 0.194
4 C -0.874
5 H 0.216
6 H 0.212
7 H 0.241
8 H 0.220
9 H 0.219
10 H 0.219
11 H 0.266
12 H 0.198


Model b:
The following is a DFT calculation (wB97M-V/def2-TZVPD) of a cluster of 2 separate species, C2H8N2 in total.

ORCA input file:
```
! RIJCOSX wB97M-V def2-TZVPD def2/J DEFGRID3
* xyz 0 1
N -0.7547 0.3963 1.8234
N 0.8726 1.5831 0.6418
C -0.4116 1.1107 0.8105
C 0.0329 -1.4124 -1.0761
H 0.5227 -2.0036 -1.8544
H -1.1342 1.2961 0.0188
H -1.5164 -0.1754 1.4549
H 0.5623 -0.4680 -1.0321
H 0.1425 -1.8937 -0.1057
H -0.9714 -1.2496 -1.4656
H 1.5855 1.0487 1.1083
H 1.0699 1.7678 -0.3239
*
```

Computed Mulliken charges, given in elementary charges:
1 N -0.665
2 N -0.566
3 C -0.012
4 C -0.973
5 H 0.338
6 H 0.436
7 H 0.240
8 H 0.137
9 H 0.265
10 H 0.243
11 H 0.280
12 H 0.279


Model c:
The following is a DFT calculation (wB97M-V/def2-TZVPD) of a cluster of 2 separate species, C2H8N2 in total.

ORCA input file:
```
! RIJCOSX wB97M-V def2-TZVPD def2/J DEFGRID3
* xyz 0 1
N -1.2013 0.8720 -2.1085
N 0.7502 -0.7917 0.7750
C 0.4475 0.0889 -0.2797
C -1.0227 -0.0021 -1.0263
H 0.3939 0.8719 0.4961
H -0.8443 -0.7497 -1.8256
H 1.2523 0.1081 -1.0079
H -1.8545 -0.4020 -0.4498
H 0.9047 -1.7077 0.3222
H -1.2544 1.8548 -1.7900
H 1.3179 0.2843 3.4351
H 1.1106 -0.4268 3.4594
*
```

Computed Mulliken charges, given in elementary charges:
1 N -0.542
2 N -0.442
3 C -0.347
4 C -0.386
5 H 0.283
6 H 0.267
7 H 0.370
8 H 0.404
9 H 0.207
10 H 0.198
11 H -0.005
12 H -0.005


Most stable structure, least stable structure: model b, model c.